No. 1
A molecular structure, C23H48AsF6O21, computed with wB97M-V/def2-TZVPD.

Its total energy is -144775.390 eV. Its largest force on an atom is 0.0868 Eh/bohr. As for the expectation value of S²: 0.7520. The HOMO energy (spin up / spin down) comes out at 0.157 / -5.193 eV.

Structure (ORCA input):
```
! wB97M-V def2-TZVPD RIJCOSX def2/J DEFGRID3
* xyz -2 2
As -0.2850 -0.5594 -0.5387
F 0.0325 0.4731 0.9185
F 0.0033 -2.0003 0.4396
F -0.5741 -1.5827 -2.0199
F -0.6313 0.8847 -1.5408
F 1.4805 -0.4083 -0.9805
F -2.0326 -0.6253 0.0177
O -1.0317 -3.4447 -4.0624
H -0.8596 -2.7288 -3.4507
H -0.5554 -4.1909 -3.6985
O -4.3614 -1.5457 0.7839
H -3.5514 -1.2463 0.3710
H -5.0491 -1.3123 0.1603
O -1.0207 -4.4633 0.6079
H -0.5331 -3.6531 0.7563
H -1.8970 -4.2817 0.9474
C -3.4515 -1.5651 5.6450
C -2.7803 -2.3852 4.5455
C -1.9559 -1.6282 3.5265
O -0.6053 -2.1067 3.6688
C -0.6207 -3.0486 4.6431
O 0.3798 -3.6754 5.0052
O -1.8283 -3.2668 5.1236
H -4.2205 -0.8331 5.3983
H -2.7037 -0.9571 6.1541
H -4.0025 -2.2464 6.2933
H -3.5055 -2.9406 3.9509
H -1.8679 -0.5459 3.6218
H -2.3669 -1.7228 2.5214
C -3.0919 3.3241 -0.5467
C -3.7140 2.2721 0.3977
C -2.9726 2.1163 1.6975
O -3.8956 2.1808 2.7339
C -5.1343 2.3998 2.1784
O -6.1897 2.5234 2.7507
O -5.0151 2.6126 0.8493
H -2.0602 3.0274 -0.7356
H -3.0721 4.2301 0.0590
H -3.5839 3.4000 -1.5164
H -3.9148 1.3146 -0.0830
H -2.3291 2.9809 1.8597
H -2.4124 1.1832 1.6365
C 2.3887 -0.3469 3.6555
C 2.8585 -1.4876 2.8167
C 3.1956 -1.2308 1.2947
O 4.3797 -1.9457 1.0618
C 4.9232 -2.2906 2.2912
O 5.9961 -2.8266 2.5182
O 4.0595 -2.0466 3.3174
H 3.0902 0.4860 3.6067
H 2.1958 -0.7265 4.6589
H 1.4051 -0.0427 3.2976
H 2.0666 -2.2342 2.8773
H 3.3164 -0.1482 1.2559
H 2.4385 -1.6239 0.6162
C 3.8596 -4.2380 -2.9800
C 3.1177 -2.9157 -2.7712
C 3.9085 -1.7066 -2.3602
O 3.6186 -0.8047 -3.3955
C 2.8603 -1.3035 -4.2999
O 2.4389 -0.7635 -5.3179
O 2.6864 -2.5812 -4.0177
H 3.1297 -5.0422 -3.0728
H 4.3193 -4.3904 -2.0035
H 4.6323 -4.2351 -3.7488
H 2.2654 -3.0733 -2.1102
H 4.9565 -1.9220 -2.1519
H 3.4829 -1.3886 -1.4084
C 0.9039 4.5883 -0.7941
C 1.2134 3.6012 0.3272
C 2.6455 3.5299 0.7754
O 2.4541 3.6846 2.1885
C 1.1921 3.9289 2.5092
O 0.8373 4.1592 3.6907
O 0.4682 3.9530 1.4262
H 1.4762 4.3052 -1.6776
H 1.0947 5.6242 -0.5136
H -0.1479 4.4872 -1.0616
H 0.7872 2.6391 0.0431
H 3.2672 4.2942 0.3094
H 3.0024 2.5621 0.4231
C 2.9369 2.0918 -2.9367
O 3.1948 3.4701 -3.0986
H 2.5374 1.9983 -1.9268
H 2.2008 1.7350 -3.6571
H 3.8841 1.5548 -2.9875
H 4.0188 3.6640 -2.6459
C -3.6636 -0.9540 -2.8756
O -4.5273 -0.6134 -4.0302
H -3.9027 -0.4588 -1.9345
H -3.6531 -2.0326 -2.7193
H -2.6145 -0.7587 -3.0980
H -5.3232 -0.1351 -3.7866
C -0.5287 2.5740 -4.5416
O -1.3208 1.4537 -4.0782
H -1.2252 3.3988 -4.6921
H 0.1837 2.8436 -3.7619
H 0.0033 2.3378 -5.4632
H -1.2037 1.3449 -3.1316
*
```

---

No. 2
6 unconnected molecules or ions with the total composition C23H48BFO8S, computed with wB97M-V/def2-TZVPD.

Its total energy is -55237.041 eV. The structure (SMILES) is CCCOBS(=O)(=O)F.C1CCOC1.C1CCOC1.C1CCOC1.C1CCOC1.C1CCOC1. Its largest force on an atom is 0.0051 Eh/bohr. The HOMO energy comes out at -9.129 eV.

Structure (ORCA input):
```
! wB97M-V def2-TZVPD RIJCOSX def2/J DEFGRID3
* xyz 0 1
C 2.4739 -4.8544 4.8237
C 2.1301 -3.6818 5.7486
C 0.6701 -3.6183 6.1311
O -0.0882 -3.2282 4.9569
B -1.3104 -3.6028 4.6333
S -2.3324 -4.7127 5.7988
O -2.2112 -6.0663 5.3593
O -2.2269 -4.3694 7.1808
F -3.7889 -4.2456 5.3666
H 2.4963 -4.5501 3.7783
H 1.7364 -5.6550 4.9136
H 3.4472 -5.2818 5.0587
H 2.3837 -2.7337 5.2707
H 2.7108 -3.7272 6.6719
H 0.4765 -2.8797 6.9071
H 0.3064 -4.5870 6.4773
H -1.8193 -3.3019 3.6103
C -3.7700 0.9787 2.2393
C -3.8572 0.7311 3.7458
C -3.4915 -0.7461 3.8269
O -2.5884 -0.9971 2.7551
C -2.5712 0.1214 1.8595
H -3.6351 2.0263 1.9744
H -4.6723 0.6180 1.7436
H -3.1171 1.3364 4.2734
H -4.8383 0.9412 4.1694
H -4.3776 -1.3808 3.7125
H -3.0024 -1.0130 4.7676
H -1.6285 0.6625 1.9727
H -2.6179 -0.2553 0.8365
C 2.0446 -1.1790 0.6289
C 2.5933 0.1592 1.1215
C 1.6373 1.1405 0.4585
O 0.3757 0.4688 0.3717
C 0.5432 -0.9195 0.6587
H 2.3333 -2.0265 1.2501
H 2.3789 -1.3714 -0.3929
H 2.5129 0.2213 2.2091
H 3.6283 0.3460 0.8397
H 1.9851 1.4053 -0.5425
H 1.5032 2.0607 1.0291
H 0.1220 -1.1413 1.6461
H -0.0092 -1.4980 -0.0841
C 5.2286 3.1481 -3.0001
C 4.3699 4.3734 -2.7035
C 3.3921 3.8134 -1.6799
O 4.1066 2.8093 -0.9536
C 5.3316 2.5041 -1.6243
H 6.2010 3.3922 -3.4265
H 4.7043 2.4934 -3.6975
H 4.9747 5.1664 -2.2581
H 3.8777 4.7646 -3.5918
H 2.5269 3.3548 -2.1722
H 3.0287 4.5589 -0.9713
H 6.1693 2.9168 -1.0516
H 5.4429 1.4188 -1.6627
C -6.4790 -2.0407 -1.1029
C -6.8345 -1.1465 -2.2893
C -7.2034 0.1544 -1.5874
O -6.3950 0.2149 -0.4120
C -5.7783 -1.0523 -0.1801
H -5.8458 -2.8864 -1.3670
H -7.3862 -2.4240 -0.6316
H -5.9612 -1.0000 -2.9280
H -7.6464 -1.5366 -2.9017
H -8.2604 0.1608 -1.3001
H -7.0053 1.0416 -2.1904
H -4.7099 -0.9832 -0.4132
H -5.8813 -1.3010 0.8773
C 2.5825 3.2513 -7.9668
C 3.5897 2.1066 -7.8715
C 4.5990 2.6728 -6.8809
O 3.8582 3.5181 -5.9992
C 2.5494 3.7454 -6.5265
H 1.6022 2.9406 -8.3250
H 2.9589 4.0334 -8.6290
H 3.1121 1.2149 -7.4607
H 4.0430 1.8440 -8.8262
H 5.3643 3.2666 -7.3917
H 5.0988 1.9054 -6.2874
H 1.8189 3.1841 -5.9339
H 2.3206 4.8084 -6.4392
*
```

---

No. 3
5 unconnected molecules or ions with the total composition C23H48IO7PS, computed with wB97M-V/def2-TZVPD.

Its total energy is -67184.617 eV. The structure (SMILES) is CCCCP(I)CCCS(=O)(=O)O.C1CCOC1.C1CCOC1.C1CCOC1.C1CCOC1. Its largest force on an atom is 0.0755 Eh/bohr. The HOMO energy comes out at -7.840 eV.

Structure (ORCA input):
```
! wB97M-V def2-TZVPD RIJCOSX def2/J DEFGRID3
* xyz 0 1
C 3.0171 -5.9888 -0.7667
C 3.3099 -4.7632 -1.6826
C 3.1945 -3.3842 -0.9921
C 1.8508 -3.1332 -0.2446
P 0.7070 -1.9323 -1.1475
I 0.7568 -2.6227 -3.5128
C -1.0100 -2.2411 -0.4158
C -2.0004 -2.8858 -1.4229
C -3.3359 -3.3481 -0.7585
S -3.6095 -5.1132 -1.1159
O -4.2409 -5.2639 -2.4516
O -2.3897 -5.9251 -0.9846
O -4.6691 -5.6393 0.0383
H 3.9450 -6.3873 -0.3326
H 2.3208 -5.7884 0.0550
H 2.5884 -6.7778 -1.4024
H 4.3611 -4.8605 -2.0046
H 2.7056 -4.8299 -2.5939
H 3.2510 -2.6258 -1.7953
H 4.0332 -3.1696 -0.3193
H 1.2746 -4.0419 -0.0196
H 2.0996 -2.6348 0.7075
H -0.9125 -2.8265 0.5161
H -1.4376 -1.2722 -0.1227
H -2.2551 -2.1647 -2.2057
H -1.5201 -3.7717 -1.8573
H -4.1645 -2.8161 -1.2417
H -3.3899 -3.1989 0.3265
H -5.2672 -6.2600 -0.3871
C -1.9927 3.2345 -0.4240
C -1.6159 3.2029 -1.8961
C -0.7565 1.9531 -1.9734
O -1.2511 1.0535 -0.9708
C -2.1563 1.7568 -0.1104
H -2.8903 3.8146 -0.2112
H -1.1688 3.6531 0.1617
H -2.5141 3.0781 -2.5065
H -1.0964 4.0962 -2.2366
H 0.2914 2.1745 -1.7423
H -0.8002 1.4701 -2.9502
H -3.1731 1.4138 -0.3335
H -1.9300 1.5175 0.9314
C -0.8266 8.1403 -5.0024
C -0.2235 8.0969 -3.6087
C -0.8224 6.8180 -3.0489
O -1.0199 5.9353 -4.1606
C -0.8480 6.6691 -5.3797
H -0.2626 8.7504 -5.7070
H -1.8472 8.5297 -4.9543
H 0.8637 8.0031 -3.6764
H -0.4520 8.9731 -3.0027
H -1.7988 7.0038 -2.5876
H -0.1757 6.3385 -2.3116
H 0.1014 6.3607 -5.8304
H -1.6556 6.4221 -6.0699
C 1.4953 2.6126 1.8140
C 2.0947 2.5467 3.2086
C 1.5021 1.2529 3.7447
O 1.3132 0.3893 2.6159
C 1.4834 1.1486 1.4117
H 2.0572 3.2385 1.1210
H 0.4715 2.9954 1.8671
H 3.1825 2.4602 3.1412
H 1.8601 3.4102 3.8306
H 0.5242 1.4237 4.2093
H 2.1512 0.7642 4.4729
H 2.4362 0.8536 0.9588
H 0.6782 0.9067 0.7152
C 1.4486 -2.0961 5.2777
C 0.5893 -3.1318 5.9849
C -0.4613 -3.4394 4.9307
O 0.1702 -3.2584 3.6589
C 1.4319 -2.6011 3.8461
H 2.4561 -2.0080 5.6846
H 0.9699 -1.1148 5.3343
H 1.1823 -4.0260 6.1953
H 0.1587 -2.7810 6.9227
H -1.3044 -2.7423 4.9941
H -0.8471 -4.4576 5.0041
H 2.2261 -3.3386 3.6765
H 1.5381 -1.8000 3.1153
*
```

---

No. 4
3 unconnected molecules or ions with the total composition C23H48NO6, computed with wB97M-V/def2-TZVPD.

Its total energy is -38397.560 eV. Its largest force on an atom is 0.0674 Eh/bohr. The HOMO energy comes out at -12.593 eV.

Structure (ORCA input):
```
! wB97M-V def2-TZVPD RIJCOSX def2/J DEFGRID3
* xyz 1 1
C 4.9596 -2.2341 -0.3816
C 4.4987 -0.9852 0.4577
C 2.9649 -0.7252 0.4075
C 2.4380 -0.2019 -0.9708
C 0.8918 -0.5048 -1.0704
C 0.0489 0.6448 -1.7327
C 0.2602 2.0447 -1.0742
C 0.0945 2.0749 0.4822
C -1.2563 1.4052 0.9906
C -0.9618 0.4257 2.1621
C -2.2129 -0.2530 2.8048
C -3.3046 -0.6914 1.7701
C -2.9696 -2.0398 1.0518
N -2.5142 -1.9000 -0.3691
C -2.5812 -3.2889 -0.9921
C -1.9935 -2.9512 -2.4293
C -2.7245 -1.5551 -2.7293
C -3.2901 -1.0951 -1.3216
H 5.0126 -3.1370 0.2607
H 4.3352 -2.4263 -1.2729
H 6.0001 -2.0436 -0.7210
H 5.1162 -0.1072 0.1939
H 4.7402 -1.2341 1.5168
H 2.7251 0.0594 1.1595
H 2.4413 -1.6761 0.6538
H 2.9327 -0.8304 -1.7454
H 2.7155 0.8430 -1.1901
H 0.5210 -0.7937 -0.0639
H 0.7769 -1.4018 -1.7224
H -1.0203 0.3515 -1.7996
H 0.4102 0.7142 -2.7850
H -0.4906 2.7399 -1.5142
H 1.2473 2.4948 -1.3142
H 0.9385 1.6094 1.0285
H 0.0954 3.1474 0.7751
H -1.8417 0.9698 0.1587
H -1.8587 2.2543 1.3868
H -0.4942 1.0412 2.9652
H -0.1922 -0.3417 1.9162
H -2.7030 0.3441 3.5930
H -1.8569 -1.1969 3.2814
H -3.5820 0.1268 1.0712
H -4.2293 -0.8720 2.3624
H -2.1313 -2.5109 1.6129
H -3.8228 -2.7353 1.1672
H -1.4978 -1.7503 -0.3696
H -3.6715 -3.3910 -1.1789
H -2.0906 -4.1024 -0.4410
H -2.3052 -3.5998 -3.2594
H -0.9115 -2.8521 -2.2089
H -2.0528 -0.8291 -3.2067
H -3.6240 -1.8736 -3.2944
H -3.0695 -0.0048 -1.2881
H -4.3897 -1.1010 -1.2244
C -2.3187 5.7011 -5.9577
O -1.7527 5.2839 -4.7145
C -0.6942 6.0021 -4.3335
O -0.2143 6.9216 -4.9322
O -0.2633 5.5155 -3.1667
C 0.8745 6.1955 -2.6370
H -3.1656 5.0502 -6.1634
H -2.6752 6.7286 -5.8929
H -1.5939 5.5978 -6.7648
H 0.6432 7.2424 -2.4426
H 1.7242 6.1105 -3.3140
H 1.1336 5.7164 -1.6947
C 1.9847 -5.1331 5.9611
O 2.6581 -3.8870 5.7798
C 1.9890 -3.0079 5.0390
O 0.9101 -3.1803 4.5349
O 2.7240 -1.8987 4.9503
C 2.1140 -0.8704 4.1785
H 2.6246 -5.7605 6.5768
H 1.0367 -4.9869 6.4781
H 1.8267 -5.6284 5.0032
H 1.1727 -0.5600 4.6337
H 1.9518 -1.1901 3.1485
H 2.7888 -0.0169 4.1714
*
```